Formula: C3H7NO2
Source: the OMol25 dataset
Level of theory: ωB97M-V/def2-TZVPD

```
13
Properties=species:S:1:pos:R:3:forces:R:3
O -0.4923 2.2099 0.7594 -0.3 0.0 0.1
C 0.5435 1.3333 0.3763 0.1 -0.2 0.1
C 0.1352 -0.1368 0.6865 0.1 0.0 0.3
N 0.4001 -1.0877 -0.3894 0.1 -0.2 0.3
C -0.5570 -1.4658 -1.3014 0.2 0.1 0.2
O -1.6163 -0.9070 -1.5029 0.5 -0.1 0.4
H -1.3068 1.7028 0.6447 0.0 0.4 -0.1
H 1.4300 1.5870 0.9779 -0.3 0.0 -0.1
H 0.8510 1.5125 -0.6695 -0.4 -0.5 0.2
H -0.9270 -0.3229 0.8940 -0.1 1.0 -0.2
H 0.5850 -0.3630 1.6879 0.1 -0.6 -1.2
H 1.2060 -1.6807 -0.3151 0.1 -0.1 -0.1
H -0.2512 -2.3817 -1.8485 0.0 0.3 0.0
```
Forces are in eV/Å.

Results
Spin multiplicity: 1
Electronic energy (hartree): -323.72826
Total charge: 0
Maximum force (eV Å⁻¹): 1.32
Lowest unoccupied orbital energy (eV): 0.72
Kohn-Sham gap (Ha): 0.399
Molar mass (g/mol): 89.09
Highest occupied orbital energy (eV): -10.1256
Relative energy (zero: lowest compared OMol25 entry of this formula, charge and spin) (kJ/mol): 138.4

=====

Formula: C3H7NO2S
Source: the OMol25 dataset
Level of theory: ωB97M-V/def2-TZVPD

```
14
Properties=species:S:1:pos:R:3:forces:R:3
C 5.1578 0.2153 1.7391 -0.2 0.4 1.1
C -2.0997 3.7435 0.9200 0.6 0.8 -2.7
C -1.9162 3.0566 2.0045 -1.1 -0.6 2.5
N 4.3906 -0.7073 2.0774 -1.8 -1.5 0.3
O 1.0461 -0.0986 -0.0095 1.7 -2.0 0.4
O 0.8803 -2.5124 0.1783 -0.1 -1.1 0.1
S 1.7460 -1.3883 0.1567 -1.5 3.0 -0.5
H 5.3113 0.9835 2.4724 0.6 1.0 -0.2
H -3.0435 4.2152 0.5700 0.9 -0.2 0.5
H 5.6297 0.2094 0.7710 0.3 0.0 -0.2
H -1.1780 3.7610 0.2414 -1.7 0.2 0.6
H -0.9832 2.5790 2.1295 1.0 -0.4 0.3
H -2.6040 2.9307 2.8825 0.3 0.2 -1.2
H 3.9024 -0.5876 3.0005 1.1 0.1 -1.0
```
Forces are in eV/Å.

Results
Spin multiplicity: 1
Electronic energy (hartree): -721.83360
Total charge: 0
Maximum force (eV Å⁻¹): 3.42
Lowest unoccupied orbital energy (eV): -0.98
Kohn-Sham gap (Ha): 0.338
Molar mass (g/mol): 121.16
Highest occupied orbital energy (eV): -10.1899
Relative energy (zero: lowest compared OMol25 entry of this formula, charge and spin) (kJ/mol): 338.8